{
  "formula": "C28H33GeN3O4PPtSe",
  "method": "ωB97M-V/def2-TZVPD",
  "charge": 1,
  "fmax_ev_per_a": 1.46,
  "e_tot_ha": -6490.82747,
  "multiplicity": 3,
  "homo_energy_ev": [-10.8, -11.7],
  "gap_ha": [0.3068, 0.2531],
  "symbols": ["Pt", "Se", "Ge", "P", "O", "O", "O", "O", "N", "N", "N", "C", "C", "C", "C", "C", "C", "C", "C", "C", "C", "C", "C", "C", "C", "C", "C", "C", "C", "C", "C", "C", "C", "C", "C", "C", "C", "C", "C", "H", "H", "H", "H", "H", "H", "H", "H", "H", "H", "H", "H", "H", "H", "H", "H", "H", "H", "H", "H", "H", "H", "H", "H", "H", "H", "H", "H", "H", "H", "H", "H", "H"],
  "xyz": [[-0.1826, -0.0321, 0.0826], [-1.4248, 2.2134, 0.7151], [-3.9797, 3.8853, 1.5120], [-1.4559, -1.9423, -0.2662], [3.7856, 0.0826, 1.6588], [4.1745, -0.0486, 4.2270], [2.8599, -0.2232, 6.0022], [2.0964, -0.0740, 0.2372], [0.3030, 0.1855, 2.2820], [-0.0780, -0.1967, -2.3120], [-0.3482, 0.2174, 3.4466], [-3.1754, -1.9195, 1.8316], [-1.5079, -4.5260, 0.8363], [0.6166, -3.7281, 0.0092], [-5.4060, 5.1762, 1.0312], [-3.1154, -1.8680, 0.4373], [0.0454, 3.3276, 0.1259], [-4.2732, -1.6487, -0.2999], [-1.5784, -2.1230, -2.0694], [0.5064, 0.1281, 4.4738], [-5.4848, -1.5196, 0.3583], [-0.9144, -5.7283, 1.1734], [-2.3074, -3.1709, -2.6237], [3.0059, -0.0967, 4.8131], [-2.6737, 4.7043, 2.7601], [-4.3873, -1.8033, 2.4796], [1.5986, 0.0588, 2.5479], [-2.8871, 3.2379, -0.0812], [1.1974, -4.9393, 0.3355], [2.5894, 0.0113, 1.3949], [-2.4163, -3.2925, -3.9952], [-0.9180, -1.2062, -2.8912], [1.7853, 0.0264, 3.9482], [-5.5464, -1.6089, 1.7403], [-1.8205, -2.3446, -4.8146], [-0.7406, -3.5205, 0.2559], [-4.6837, 2.1497, 2.1683], [0.4327, -5.9379, 0.9232], [-1.0747, -1.3109, -4.2690], [-1.9279, -2.4228, -5.8866], [-3.4739, 2.5740, -0.7132], [-1.5109, -6.5013, 1.6333], [0.8875, -6.8778, 1.1918], [0.8997, -0.4953, -2.3172], [-4.4316, -1.8598, 3.5563], [-0.6001, -0.5884, -4.9189], [0.1942, 0.1459, 5.4984], [-0.0399, 4.3015, 0.6095], [-2.2789, 5.6285, 2.3467], [1.2083, -2.9314, -0.4284], [-5.9535, 5.4469, 1.9301], [-5.1295, 2.2350, 3.1530], [-2.7802, -3.8822, -1.9651], [-1.8406, 4.0332, 2.9573], [4.1440, 0.0314, 3.2238], [-0.1296, 0.6754, -2.8324], [-6.4958, -1.5195, 2.2435], [-3.1445, 4.9438, 3.7085], [-1.3520, 0.3349, 3.4698], [-2.9683, -4.1167, -4.4215], [-6.1080, 4.7528, 0.3206], [-6.3844, -1.3444, -0.2128], [-4.9840, 6.0834, 0.6100], [0.9829, 2.8523, 0.4145], [-3.8808, 1.4149, 2.2089], [2.2462, -5.1047, 0.1378], [0.0072, 3.4453, -0.9568], [-2.2578, -2.0690, 2.3876], [-4.2261, -1.5885, -1.3773], [-2.4460, 4.0225, -0.6918], [-2.5601, -4.3658, 1.0207], [-5.4412, 1.7717, 1.4873]],
  "mulliken_charge": [2.09, 0.31, 0.51, 0.11, -0.82, -0.54, -0.59, -0.69, -0.46, -0.41, -0.03, -0.67, -0.16, -0.51, -1.12, 0.47, -1.14, -0.69, -0.04, -0.54, -0.73, -0.74, -0.17, 0.43, -1.09, -0.90, -0.23, -1.19, -0.77, 0.93, -0.88, 0.25, 0.54, -0.62, -0.61, 0.76, -1.06, -0.51, -0.67, 0.42, 0.41, 0.43, 0.42, 0.37, 0.46, 0.44, 0.55, 0.39, 0.34, 0.30, 0.37, 0.47, 0.51, 0.33, 0.45, 0.31, 0.43, 0.40, 0.02, 0.43, 0.37, 0.46, 0.36, 0.32, 0.09, 0.45, 0.35, 0.78, 0.47, 0.56, 0.43, 0.34]
}